No. 1
14
Properties=species:S:1:pos:R:3:mulliken_charge:R:1 method="wB97M-V/def2-TZVPD" homo_energy_ha=-0.3127 molar_mass_g_mol=110.116 lumo_energy_ev=0.942 orbital_gap_ev=9.4
C -0.06 0.15 1.42 -0.39
C 0.11 -1.05 0.68 -0.42
C 0.25 0.72 -0.87 -0.27
C -0.03 1.24 0.60 -0.64
C 0.16 -0.79 -0.64 -0.57
N -2.95 -0.35 0.25 -0.27
N -2.88 -1.21 -0.44 0.82
O -2.84 -2.04 -1.23 -0.55
H -0.07 0.13 2.45 0.48
H 0.18 -2.03 1.05 0.44
H -0.40 1.10 -1.77 0.24
H 1.34 0.92 -1.30 0.26
H -0.40 2.19 0.86 0.41
H 0.26 -1.51 -1.44 0.45

=====

No. 2
95
Properties=species:S:1:pos:R:3:mulliken_charge:R:1 method="wB97M-V/def2-TZVPD" homo_energy_ha=-0.3734 molar_mass_g_mol=904.248 total_charge=+1 lumo_energy_ev=-3.074 orbital_gap_ev=7.1
Cu -1.13 -0.34 -0.31 -0.97
Se -2.34 4.79 5.21 0.30
N -1.18 3.49 5.01 -0.90
C -1.32 2.97 3.80 0.77
C -0.56 1.86 3.29 0.76
C 0.45 1.23 4.02 -0.89
C 1.09 0.13 3.47 -1.53
C 0.68 -0.31 2.22 -1.06
N -0.27 0.28 1.52 2.53
C -0.88 1.36 2.02 -0.84
C -1.93 1.97 1.22 0.28
N -2.19 1.42 0.03 0.20
C -3.12 1.95 -0.73 -0.34
C -3.87 3.06 -0.36 -0.97
C -3.63 3.64 0.87 -0.96
C -2.64 3.09 1.69 0.78
C -2.34 3.58 3.00 0.93
N -2.98 4.57 3.60 -0.91
H 0.70 1.59 5.01 0.60
H 1.88 -0.37 4.00 0.56
H 1.11 -1.20 1.76 0.61
H -3.28 1.45 -1.68 0.31
H -4.64 3.45 -1.01 0.50
H -4.17 4.51 1.21 0.59
C -2.15 -0.37 -3.64 -1.75
P -1.15 -1.29 -2.40 2.31
C -1.96 -2.93 -2.56 -1.46
C 0.43 -1.59 -3.26 -0.06
C 1.25 -2.61 -2.77 -0.41
C 2.46 -2.89 -3.38 -0.91
C 2.88 -2.14 -4.47 -0.27
C 2.10 -1.10 -4.92 -0.98
C 0.88 -0.82 -4.32 0.11
H -1.86 0.68 -3.68 0.39
H -3.20 -0.43 -3.34 0.46
H -2.05 -0.81 -4.63 0.48
H -1.92 -3.28 -3.59 0.51
H -3.00 -2.82 -2.25 0.49
H -1.47 -3.65 -1.91 0.38
H 0.93 -3.19 -1.91 0.23
H 3.07 -3.69 -3.00 0.43
H 3.82 -2.37 -4.95 0.49
H 2.44 -0.48 -5.74 0.43
H 0.27 -0.01 -4.71 0.33
C 5.81 0.52 -3.51 -0.48
C 4.88 1.55 -3.49 -0.86
C 3.73 1.43 -2.74 -0.25
C 3.50 0.30 -1.99 0.77
C 4.42 -0.74 -2.03 -0.51
C 5.57 -0.64 -2.79 -0.89
As 1.97 0.06 -0.78 0.46
C 2.90 0.84 0.75 -0.23
C 3.85 0.23 1.55 -0.56
C 4.41 0.93 2.61 -0.89
C 4.00 2.22 2.88 -0.78
C 3.03 2.83 2.11 -0.57
C 2.47 2.14 1.04 0.64
C 1.46 2.66 0.13 0.17
C 0.84 3.90 0.23 -0.59
C -0.10 4.28 -0.72 -0.98
C -0.42 3.43 -1.76 -0.75
C 0.18 2.19 -1.86 -0.10
C 1.11 1.79 -0.91 0.49
H 6.72 0.62 -4.09 0.41
H 5.06 2.44 -4.07 0.43
H 3.00 2.24 -2.73 0.43
H 4.21 -1.64 -1.45 0.42
H 6.28 -1.45 -2.82 0.45
H 4.16 -0.79 1.34 0.44
H 5.15 0.45 3.23 0.46
H 4.46 2.77 3.69 0.46
H 2.71 3.84 2.33 0.44
H 1.09 4.57 1.04 0.45
H -0.57 5.24 -0.64 0.44
H -1.15 3.75 -2.50 0.47
H -0.06 1.51 -2.67 0.33
O -1.90 -2.25 0.50 -0.65
C -1.88 -2.86 1.56 -0.32
C -1.95 -2.21 2.92 0.44
C -3.25 -2.74 3.57 -0.94
C -4.37 -3.09 2.58 -0.40
C -4.32 -4.52 2.02 -0.78
C -3.19 -4.77 1.02 -0.46
N -1.96 -4.23 1.59 -0.04
H -1.99 -1.13 2.80 -0.56
H -1.08 -2.46 3.54 0.46
H -3.61 -1.97 4.26 0.47
H -3.02 -3.62 4.18 0.36
H -4.38 -2.37 1.76 0.16
H -5.33 -2.98 3.10 0.47
H -5.27 -4.74 1.53 0.40
H -4.21 -5.21 2.86 0.30
H -3.37 -4.24 0.08 0.08
H -3.06 -5.83 0.82 0.39
H -1.79 -4.63 2.50 0.38

=====

No. 3
17
Properties=species:S:1:pos:R:3:mulliken_charge:R:1 method="wB97M-V/def2-TZVPD" homo_energy_ha=-0.3036 molar_mass_g_mol=107.156 lumo_energy_ev=1.105 orbital_gap_ev=9.4
C -0.98 1.44 0.64 -0.60
C 0.46 -0.15 0.70 0.35
C 1.58 -1.12 0.33 -1.06
C 1.40 -0.99 -1.05 -0.33
C -0.06 -0.44 -1.35 -0.33
C -1.12 0.52 -0.54 -0.30
C -0.67 -0.81 -0.06 -0.48
H -0.17 2.21 0.32 0.28
H -2.00 1.88 0.98 0.32
H 0.30 1.05 2.14 0.28
H 0.89 0.76 0.17 0.28
H 2.42 -1.47 0.87 0.39
H 1.92 -1.50 -1.85 0.39
H -0.48 -0.86 -2.27 0.38
H -2.05 0.53 -1.15 0.39
H -1.15 -1.58 0.47 0.60
N -0.30 0.53 1.65 -0.58

=====

No. 4
7
Properties=species:S:1:pos:R:3:mulliken_charge:R:1 method="wB97M-V/def2-TZVPD" homo_energy_ha=-0.3661 molar_mass_g_mol=90.585 lumo_energy_ev=-2.507 orbital_gap_ev=7.5
C -1.22 1.45 1.26 0.49
C -0.69 0.63 0.58 -0.96
Si 0.32 -0.58 -0.52 0.49
Cl 2.81 -1.30 -1.80 -0.48
H -1.48 2.26 1.80 0.45
H 0.63 -1.52 0.50 -0.01
H -0.37 -0.93 -1.82 0.02

=====

No. 5
22
Properties=species:S:1:pos:R:3:mulliken_charge:R:1 method="wB97M-V/def2-TZVPD" homo_energy_ha=-0.3070 molar_mass_g_mol=158.288 lumo_energy_ev=-3.916 orbital_gap_ev=4.4
C -0.19 1.05 2.45 -1.26
C -1.33 1.19 1.47 0.02
S -0.78 1.69 -0.14 -0.14
S -0.27 -1.93 1.66 -0.04
C -0.02 -1.98 -0.13 -0.32
C -1.32 -2.00 -0.95 -0.83
H -0.43 0.36 3.27 0.32
H 0.13 2.00 2.89 0.34
H 0.60 0.54 1.91 0.39
H -2.22 1.75 1.77 0.35
H -1.70 0.08 1.33 -0.08
H 0.68 -1.20 -0.46 0.17
H 0.49 -2.96 -0.28 0.38
H -1.83 -2.95 -0.82 0.34
H -0.90 -1.78 -1.94 0.24
H -1.91 -1.16 -0.61 0.24
H -0.16 0.83 -2.05 0.15
H 0.80 1.00 -3.24 0.30
O 0.29 0.35 -2.75 -0.58
H 4.12 1.78 -1.01 0.29
H 2.65 2.01 -1.12 0.31
O 3.30 1.32 -1.25 -0.60

=====

No. 6
22
Properties=species:S:1:pos:R:3:mulliken_charge:R:1 method="wB97M-V/def2-TZVPD" homo_energy_ha=-0.5021 molar_mass_g_mol=112.196 total_charge=+1 lumo_energy_ev=-4.706 orbital_gap_ev=9.0
C -2.43 -0.43 0.59 -0.89
C 2.05 0.12 0.80 -0.22
C -1.10 -0.42 0.86 -0.56
C -0.07 1.76 0.51 -2.11
C -0.55 0.36 -1.48 -1.62
C 1.26 -1.72 -0.53 -1.05
C -0.13 0.35 -0.02 1.69
N 1.14 -0.43 0.12 0.19
H -3.12 -0.99 1.14 0.34
H -2.79 0.22 -0.16 0.31
H 1.98 1.19 0.95 0.24
H 2.88 -0.37 1.19 0.38
H -0.68 -0.64 1.79 0.47
H 0.80 2.25 -0.04 0.53
H 0.06 1.81 1.62 0.48
H -1.03 2.27 0.51 0.44
H 0.33 0.02 -2.07 0.39
H -1.36 -0.36 -1.75 0.38
H -0.88 1.34 -1.71 0.40
H 0.32 -2.13 -0.83 0.38
H 1.59 -2.55 0.01 0.43
H 1.73 -1.65 -1.50 0.40